Record 1
Entry from the OMol25 dataset: one molecule with the formula C2H3BrClNO2 (the ωB97M-V functional and the def2-TZVPD basis).

Computed properties:
* E_LUMO: 0.16 eV
* relative energy (zero: lowest compared OMol25 entry of this formula, charge and spin): 19.99 kcal/mol
* E_tot: -90268.8867 eV
* total charge: 0
* gap between HOMO and LUMO: 10.76 eV

```
10
Properties=species:S:1:pos:R:3:nbo_charge:R:1
C -0.1582 -0.0037 -0.2025 -0.699
C -1.5587 -0.3823 -0.3084 -0.042
N -1.9212 -1.4642 0.8437 0.526
O -1.0729 -2.1233 1.3431 -0.347
O -3.0829 -1.4535 1.0600 -0.350
Cl -1.9418 -1.2015 -1.8017 0.055
Br -2.7930 1.0265 0.1318 0.118
H 0.0498 0.9384 -0.5711 0.247
H 0.4519 -0.5485 -0.7647 0.240
H 0.2701 0.0208 0.7854 0.254
```

---

Record 2
Entry from the OMol25 dataset: one molecule with the formula C2H2ClP (the ωB97M-V functional and the def2-TZVPD basis).

Computed properties:
* E_LUMO (spin up / spin down): -1.21 / -1.24 eV
* relative energy (zero: lowest compared OMol25 entry of this formula, charge and spin): 109.06 kcal/mol
* E_tot: -23911.5988 eV
* total charge: 0
* gap between HOMO and LUMO (spin up / spin down): 7.31 / 7.37 eV

```
6
Properties=species:S:1:pos:R:3:nbo_charge:R:1
C 1.7814 0.9350 -0.4344 -0.678
C -1.1520 -0.7017 -0.2566 -0.626
P 0.4944 0.0713 0.1574 0.779
Cl -2.5504 0.2052 0.1411 0.033
H 2.7604 1.2034 0.1012 0.248
H -1.3340 -1.7131 0.2912 0.244
```

---

Record 3
Entry from the OMol25 dataset: a 2-piece molecular cluster, C6H13N2 overall (the ωB97M-V functional and the def2-TZVPD basis).

Computed properties:
* E_LUMO: -2.37 eV
* relative energy (zero: lowest compared OMol25 entry of this formula, charge and spin): 79.97 kcal/mol
* E_tot: -9403.4000 eV
* total charge: +1
* gap between HOMO and LUMO: 13.30 eV

```
21
Properties=species:S:1:pos:R:3:nbo_charge:R:1
C 3.6703 1.1553 -0.3239 0.175
C -0.0549 -2.2614 -0.3499 -0.608
C -0.5683 1.6272 -0.4385 -0.420
C -2.1584 -0.1441 0.2050 -0.399
C 0.1804 -0.1187 1.1793 -0.203
C 0.3349 -0.7217 -0.0982 -0.006
N 2.5395 1.0869 -0.3501 -0.418
N -0.7776 0.3235 0.1412 -0.198
H -0.7075 -2.2541 -1.2080 0.243
H 0.8230 -2.6723 -0.6166 0.239
H -0.2478 -2.6324 0.6017 0.227
H -0.5913 2.3281 0.3422 0.225
H 0.1685 1.8067 -1.1369 0.254
H -1.4313 1.8111 -1.1195 0.228
H -2.6514 0.7628 0.5072 0.229
H -2.6346 -0.3074 -0.6944 0.229
H -2.1671 -1.0596 0.9319 0.235
H 4.7151 1.3241 -0.2854 0.253
H 0.7776 0.7376 1.4266 0.241
H -0.2047 -0.5958 1.9684 0.224
H 0.9855 -0.1957 -0.6821 0.251
```

---

Record 4
Entry from the OMol25 dataset: C42H53AsBr4CoF5O2PSe2 as an isolated structure (the ωB97M-V functional and the def2-TZVPD basis).

Computed properties:
* E_LUMO (spin up / spin down): 2.26 / 1.26 eV
* relative energy (zero: lowest compared OMol25 entry of this formula, charge and spin): 0.00 kcal/mol
* E_tot: -580716.7745 eV
* total charge: -1
* gap between HOMO and LUMO (spin up / spin down): 6.79 / 5.78 eV

```
111
Properties=species:S:1:pos:R:3:mulliken_charge:R:1
Co 0.7495 -0.3866 -0.0272 -0.182
Br -0.9871 -5.7021 -4.1406 -0.215
C -0.3867 -4.6555 -2.6858 0.411
C -0.0927 -5.2472 -1.4708 0.482
Br -0.2307 -7.1177 -1.2424 -0.191
C 0.3328 -4.4498 -0.4007 -0.051
Br 0.7946 -5.1967 1.2781 -0.180
C 0.4495 -3.0742 -0.5372 -0.101
O 0.8140 -2.2712 0.4223 0.265
C 0.1863 -2.4555 -1.8053 -1.087
O 0.3380 -1.1699 -1.8829 0.081
C -0.2418 -3.2734 -2.8482 0.067
Br -0.6057 -2.4194 -4.4957 -0.181
C 4.9031 1.5613 -0.2893 -1.283
C 4.8276 0.0849 0.0664 -0.429
As 3.1803 -0.8806 -0.4037 1.030
C 3.2631 -0.9141 -2.3712 0.409
C 4.6152 -1.2821 -2.9635 -1.529
C 3.6283 -2.7301 0.0811 -0.223
C 5.0997 -3.0277 0.3307 -1.463
H 5.8630 1.9736 0.0320 0.462
H 4.1038 2.1295 0.1764 0.053
H 4.8178 1.7185 -1.3672 0.257
H 4.9518 -0.0639 1.1351 0.228
H 5.6318 -0.4606 -0.4295 0.634
H 2.9297 0.0669 -2.7106 -0.164
H 2.4867 -1.6162 -2.6763 0.084
H 5.3929 -0.5683 -2.6887 0.284
H 4.5562 -1.2978 -4.0540 0.462
H 4.9382 -2.2733 -2.6418 0.306
H 3.2203 -3.3561 -0.7177 0.415
H 3.0396 -2.9451 0.9687 0.313
H 5.7397 -2.7623 -0.5121 0.275
H 5.2269 -4.0958 0.5171 0.452
H 5.4667 -2.4955 1.2087 0.213
Se 1.4102 1.9180 -0.1200 -0.890
C 0.9209 2.9052 -1.6846 0.558
C 1.1563 2.4250 -2.9712 0.275
C 0.8517 3.1921 -4.0805 -0.806
C 0.3077 4.4610 -3.9280 -0.548
C 0.0674 4.9472 -2.6514 -0.773
C 0.3689 4.1758 -1.5409 -0.452
H 1.5588 1.4297 -3.0971 -0.226
H 1.0313 2.7926 -5.0711 0.404
H 0.0740 5.0628 -4.7958 0.368
H -0.3633 5.9319 -2.5174 0.420
H 0.1701 4.5549 -0.5459 0.422
F 4.9828 4.0173 4.7917 -0.332
C 4.3044 3.0188 4.2208 0.809
C 3.0123 3.2167 3.7691 -0.431
F 2.4409 4.4167 3.9114 -0.319
C 2.3133 2.1721 3.1896 -0.479
F 1.0629 2.4347 2.8199 0.121
C 2.8567 0.9027 3.0255 0.589
Se 1.9373 -0.6205 2.3067 0.000
C 4.1580 0.7435 3.4982 0.112
F 4.7742 -0.4461 3.4081 -0.385
C 4.8789 1.7663 4.0884 0.174
F 6.1251 1.5582 4.5293 -0.328
C -3.2018 3.0309 3.1132 -0.991
C -2.6469 1.7788 3.8028 -0.906
C -1.8243 0.9063 2.8449 0.919
C -2.3788 0.9993 1.4241 0.955
C -2.1683 2.4303 0.8945 0.413
C -2.2581 3.4836 2.0078 -0.830
P -1.6154 -0.2461 0.2833 -0.150
C -2.4269 0.0728 -1.3778 1.211
C -1.6483 1.1031 -2.2054 1.118
C -2.0627 1.0582 -3.6803 -1.197
C -3.5641 0.7886 -3.8470 -0.854
C -4.3126 1.2776 -2.6156 -0.888
C -3.9333 0.4275 -1.3967 -1.096
C -2.3692 -1.8839 0.7691 0.702
C -1.7419 -2.5704 1.9925 0.407
C -2.4513 -3.8998 2.2333 -1.048
C -3.9060 -3.6734 2.6778 -0.870
C -4.3926 -2.2783 2.2870 -0.886
C -3.9169 -1.8940 0.8899 -0.571
H -3.3604 3.8262 3.8445 0.509
H -4.1815 2.8153 2.6751 0.305
H -3.4721 1.1936 4.2196 0.347
H -2.0154 2.0715 4.6455 0.465
H -1.8112 -0.1166 3.2121 -0.149
H -0.7872 1.2273 2.8209 -0.789
H -3.4549 0.7930 1.4666 1.022
H -2.9085 2.6449 0.1194 0.273
H -1.1845 2.4967 0.4263 -1.223
H -2.5851 4.4364 1.5844 0.611
H -1.2652 3.6559 2.4301 0.120
H -2.2929 -0.8929 -1.8823 0.550
H -0.5832 0.9010 -2.1225 -2.050
H -1.8154 2.1039 -1.8028 0.093
H -1.4859 0.2833 -4.1827 0.067
H -1.7977 2.0104 -4.1463 0.602
H -3.7410 -0.2846 -3.9617 0.303
H -3.9441 1.2645 -4.7534 0.535
H -5.3960 1.2348 -2.7615 0.544
H -4.0626 2.3275 -2.4374 0.267
H -4.5157 -0.4948 -1.4341 0.344
H -4.2364 0.9530 -0.4891 0.151
H -2.0963 -2.5062 -0.0944 0.268
H -1.8436 -1.9573 2.8866 0.234
H -0.6755 -2.7093 1.8389 -0.588
H -1.9087 -4.4872 2.9755 0.432
H -2.4200 -4.4813 1.3061 0.318
H -3.9992 -3.8047 3.7584 0.355
H -4.5562 -4.4223 2.2192 0.373
H -4.0312 -1.5376 3.0050 0.062
H -5.4842 -2.2345 2.3274 0.537
H -4.3466 -0.9314 0.6273 0.125
H -4.3253 -2.6121 0.1728 0.358
```